[1]
Here is a molecular structure, C28H35F5IKLi2N5O13S4 from the OMol25 dataset. Energies are from wB97M-V/def2-TZVPD.

```
94
Properties=species:S:1:pos:R:3:forces:R:3
C 5.8984 -1.3174 1.0559 -0.07 0.31 -0.27
C 4.7456 -1.2388 0.0195 -0.71 0.87 0.65
C 4.1422 0.1977 0.1843 0.81 -1.59 -0.02
I 2.0394 0.2703 -0.3504 0.45 0.51 -0.24
O 4.8636 1.0834 -0.6323 0.47 -0.70 0.95
C 5.6329 1.9359 0.0267 0.72 0.80 -0.27
O 6.8203 2.0897 -0.1262 -0.79 -0.16 0.03
C 4.9065 2.8416 1.0025 -0.02 -0.65 -0.13
C 5.1625 2.7029 2.3846 -0.35 0.60 -0.65
C 4.4410 3.5075 3.2289 0.93 -1.23 0.22
N 3.5327 4.3606 2.7279 -0.23 0.48 0.63
C 3.2819 4.5229 1.4185 0.02 0.56 -1.91
C 2.2451 5.4860 0.8846 -0.45 -0.70 0.59
C 0.8729 4.9983 1.4278 0.08 -0.12 -0.22
C 0.4597 3.6842 0.6931 0.15 -0.33 -0.25
S -1.3369 3.7857 0.3739 -0.77 0.17 0.41
C -1.8202 2.1571 -0.2176 0.14 -0.49 -0.25
S -1.6917 1.7542 -1.7905 0.44 0.06 -0.01
N -2.3365 1.2212 0.6841 0.29 0.70 0.45
C -2.8332 1.4442 1.9565 -0.11 0.31 1.42
C -3.2195 0.2462 2.4595 0.14 0.02 -0.75
N -2.9790 -0.7584 1.5080 0.00 0.74 0.87
C -2.4542 -0.1448 0.5023 -0.83 -0.73 -0.41
C 3.9760 3.7518 0.4943 0.58 -0.56 0.39
H 5.5072 -1.1038 2.0688 0.11 -0.44 -0.33
H 6.3904 -2.2982 1.0340 -0.24 0.25 0.12
H 6.6683 -0.5473 0.8627 -0.21 -0.33 -0.12
H 5.1068 -1.3090 -1.0142 -0.21 -0.19 0.30
H 3.9342 -1.9604 0.2482 0.47 -0.09 -0.19
H 4.1957 0.4199 1.2606 -0.41 0.37 -0.39
H 5.8951 1.9927 2.7672 -0.24 0.22 -0.15
H 4.6143 3.3766 4.2980 -0.57 0.61 -0.20
H 2.9991 4.9242 3.3819 -0.02 -0.09 -0.12
H 2.2210 5.4260 -0.2462 0.40 0.24 -0.07
H 2.4992 6.5359 1.1148 -0.29 -0.26 0.36
H 0.9720 4.7723 2.5041 -0.54 0.28 -0.23
H 0.1052 5.7687 1.2667 0.27 -0.15 0.19
H 0.6516 2.7883 1.3007 0.09 0.31 -0.18
H 0.9695 3.5879 -0.2799 -0.08 0.07 0.35
H -2.8798 2.4024 2.4658 0.10 -0.14 -0.64
H -3.6469 0.0690 3.4409 0.03 -0.13 -0.39
H -2.1595 -0.7218 -0.3748 -0.83 0.71 0.09
H 3.8132 3.8147 -0.5976 -0.15 -0.11 0.26
N -7.3312 2.3648 -0.1995 0.54 0.59 0.12
S -5.9945 2.2953 0.6304 1.44 -1.50 0.81
O -6.1053 2.4450 2.0450 -0.22 0.47 -0.10
O -4.8193 2.8562 0.0068 -0.39 0.41 -0.42
F -5.7100 0.7364 0.5009 -0.38 0.09 -0.47
S -7.9597 3.8155 -0.2228 -2.28 1.96 0.25
O -9.2912 3.8318 -0.6707 -0.14 -1.05 -0.16
O -7.0963 4.8852 -0.6930 0.93 -1.15 0.67
F -8.1447 4.1818 1.3161 0.62 -0.09 0.06
Li -0.5032 -0.2021 -0.4561 0.42 -0.79 0.05
C -1.9123 -4.9985 2.0822 0.15 -0.16 0.54
C -2.0142 -5.4742 0.6607 -0.41 -0.30 -0.11
O -2.1179 -4.2548 -0.0641 0.45 0.12 0.22
C -1.4582 -3.3303 0.6703 0.25 0.02 0.19
O -1.1060 -2.2717 0.2513 0.57 -0.11 -0.49
O -1.2349 -3.7502 1.9265 -0.19 0.10 -0.37
F -3.1351 -6.2017 0.4615 -0.38 0.78 0.06
H -2.8906 -4.8278 2.5357 -0.08 -0.02 -0.21
H -1.3445 -5.6779 2.7131 0.22 0.19 -0.04
H -1.1479 -6.0352 0.3095 -0.07 -0.02 -0.06
F -8.6687 5.2205 -2.8033 1.30 -0.21 -0.64
Li -6.2157 4.4376 -2.2623 -1.32 0.55 -0.13
C 4.0337 7.3248 -2.1381 0.67 0.25 -1.31
C 3.5867 5.8969 -2.5179 -1.19 0.41 -0.72
C 3.5089 5.7855 -4.0453 0.70 0.06 -0.32
O 2.3563 5.7048 -1.9806 0.25 -0.37 1.06
H 3.3407 8.0946 -2.4880 -0.18 -0.21 -0.04
H 4.1111 7.4044 -1.0797 -2.26 -1.37 -1.58
H 5.0366 7.5616 -2.5669 -0.09 0.04 0.16
H 4.4208 5.2220 -2.2060 -0.20 -0.21 0.20
H 2.7941 6.4978 -4.4660 -0.09 0.05 0.24
H 3.2098 4.7815 -4.3433 0.02 -0.04 0.25
H 4.4871 5.9874 -4.5060 -0.03 -0.06 -0.05
K 5.2139 8.0864 0.0513 2.33 1.30 2.41
C -3.9271 -12.0758 -2.7304 0.00 -0.02 -0.02
C -2.8620 -11.2143 -2.9567 -0.13 -0.07 0.07
C -2.5922 -10.1935 -2.0586 0.22 0.08 -0.15
C -3.3933 -10.0507 -0.9389 -0.12 -0.26 -0.29
C -4.4624 -10.8979 -0.7051 -0.22 -0.09 0.16
C -4.7289 -11.9152 -1.6081 0.13 0.03 -0.10
N -3.0946 -8.9845 0.0272 0.04 0.18 0.09
O -2.1621 -8.2489 -0.2184 0.32 -0.78 -0.16
O -3.7967 -8.9059 1.0167 0.05 -0.11 -0.01
H -4.1326 -12.8759 -3.4308 0.00 0.03 0.01
H -2.2395 -11.3403 -3.8326 0.00 0.04 0.03
H -1.7619 -9.5254 -2.2391 -0.06 0.06 0.16
H -5.0875 -10.7786 0.1685 0.12 0.14 0.03
H -5.5602 -12.5859 -1.4354 0.01 0.04 0.02
O 2.1781 -3.7401 0.7620 0.23 0.22 -0.09
H 1.2295 -3.8288 0.8931 -0.05 0.08 0.09
F 4.2891 2.2480 -2.5828 -0.13 0.70 0.21
```
Positions in Å, forces in eV/Å.

Its orbital gap is 2.480 eV. For the largest force on an atom, the calculation gives 0.0700 hartree/bohr. The HOMO energy is -0.130 hartree. The value obtained for the total energy is -145424.846 eV. The total charge is -1. The value obtained for the LUMO energy is -1.067 eV.

[2]
Here is a molecular structure, C28H35HgO5SSb from the OMol25 dataset. Energies are from wB97M-V/def2-TZVPD.

```
71
Properties=species:S:1:pos:R:3:forces:R:3
Hg -0.5802 -1.9320 -0.2787 -0.17 0.69 0.02
C -3.2784 0.5012 -0.4305 -0.02 0.13 -0.49
C -3.2336 0.1623 -1.9170 -0.24 0.22 0.34
O -1.9426 -0.2868 -2.2782 0.33 -0.32 0.27
C -1.8500 -0.6941 -3.6260 0.10 -0.26 -0.24
C -0.7171 -1.7161 -3.8289 -0.20 0.54 0.03
O -0.7786 -2.8796 -3.0367 -0.08 0.15 0.48
C -1.6671 -3.9014 -3.4332 -0.32 -0.20 0.21
C -3.1370 -3.7074 -2.9929 0.36 0.05 -0.38
O -3.2817 -3.2255 -1.6800 0.13 0.16 0.10
C -3.3661 -4.2087 -0.6643 -0.26 0.15 0.39
C -3.8790 -3.5441 0.6121 -0.15 -0.31 -0.25
O -2.8032 -2.9882 1.3494 0.32 -0.03 -0.37
C -3.1859 -2.0086 2.2849 0.03 0.15 0.17
C -3.5212 -0.6307 1.6432 -0.14 -0.08 0.19
O -3.2272 -0.7159 0.2717 0.34 -0.27 -0.04
H -2.4287 1.1380 -0.1488 -0.14 0.04 -0.05
H -4.2176 1.0298 -0.2068 0.12 -0.03 -0.10
H -3.9647 -0.6359 -2.0990 0.02 0.08 -0.06
H -3.5021 1.0475 -2.5086 0.00 -0.03 0.06
H -2.8015 -1.1277 -3.9603 0.07 0.11 0.07
H -1.6411 0.1841 -4.2599 -0.02 -0.22 0.01
H -0.7027 -1.9911 -4.8933 0.10 0.11 0.08
H 0.2328 -1.2485 -3.5534 -0.06 0.01 -0.17
H -1.6274 -4.0189 -4.5248 -0.09 -0.09 0.08
H -1.2706 -4.8103 -2.9726 -0.02 0.05 -0.08
H -3.6308 -2.9796 -3.6430 0.02 -0.10 0.09
H -3.6532 -4.6680 -3.1220 0.01 0.05 -0.01
H -4.0725 -4.9914 -0.9718 0.07 0.03 0.06
H -2.3927 -4.6690 -0.4625 0.03 -0.07 -0.03
H -4.5948 -2.7700 0.3197 0.02 -0.05 0.04
H -4.3872 -4.2864 1.2446 0.04 0.06 -0.12
H -4.0361 -2.3747 2.8763 0.12 0.12 -0.01
H -2.3223 -1.9029 2.9432 -0.11 0.02 0.04
H -4.5846 -0.3766 1.7848 0.18 -0.04 -0.06
H -2.9236 0.1581 2.1221 -0.04 -0.08 -0.05
S 0.1626 0.8201 0.6326 0.06 -0.79 -0.22
Sb 2.2708 1.6465 1.1215 -0.29 -0.10 -0.02
C 3.5659 1.6088 -0.5930 -0.50 0.08 0.81
C 4.8277 1.0420 -0.5455 0.11 -0.09 0.20
C 5.5645 0.9409 -1.7150 0.10 -0.08 0.00
C 5.0438 1.4066 -2.9103 0.02 0.00 -0.04
C 3.7876 1.9895 -2.9431 -0.06 0.01 -0.07
C 3.0406 2.0875 -1.7819 -0.26 0.08 -0.06
C 1.5291 3.6037 1.5548 0.54 -0.59 -0.14
C 0.5808 3.6905 2.5614 0.01 -0.16 0.20
C -0.1510 4.8532 2.7097 -0.04 -0.04 0.06
C 0.0610 5.9140 1.8455 -0.01 0.06 -0.05
C 1.0159 5.8223 0.8473 -0.03 0.06 -0.07
C 1.7542 4.6600 0.6908 0.17 0.05 -0.04
C 3.1053 0.6126 2.8071 -0.23 0.46 -0.71
C 4.0990 1.1843 3.5850 0.09 0.14 0.00
C 4.5941 0.4767 4.6689 0.09 0.07 0.07
C 4.1004 -0.7833 4.9662 0.01 0.01 -0.05
C 3.1044 -1.3431 4.1829 -0.01 -0.05 0.02
C 2.6020 -0.6445 3.0977 -0.22 -0.11 -0.16
H 5.2378 0.6646 0.3835 -0.01 -0.01 0.02
H 6.5404 0.4792 -1.6948 0.08 -0.01 0.02
H 5.6128 1.3048 -3.8227 0.06 0.02 -0.04
H 3.3814 2.3500 -3.8759 -0.04 0.05 -0.07
H 2.0420 2.5090 -1.8052 0.00 0.00 -0.07
H 0.3964 2.8487 3.2164 -0.04 -0.03 0.03
H -0.9006 4.9156 3.4840 -0.04 0.05 0.08
H -0.5318 6.8097 1.9386 -0.04 0.13 0.04
H 1.1703 6.6484 0.1721 0.04 0.12 -0.07
H 2.4899 4.5867 -0.0996 0.02 0.01 -0.04
H 4.4821 2.1723 3.3624 0.03 0.02 0.02
H 5.3647 0.9116 5.2870 0.07 0.05 0.03
H 4.4970 -1.3308 5.8076 0.01 -0.03 0.08
H 2.7166 -2.3218 4.4205 -0.04 -0.09 0.00
H 1.8121 -1.0674 2.4846 0.02 -0.01 0.06
```
Positions in Å, forces in eV/Å.

Its orbital gap (alpha / beta) is 8.411 / 6.556 eV. For the largest force on an atom, the calculation gives 0.0186 hartree/bohr. As for the multiplicity: 2. The HOMO energy (alpha / beta) is -0.381 / -0.411 hartree. Its expectation value of S² is 0.7573. The value obtained for the total energy is -61379.635 eV. The total charge is +1. The value obtained for the LUMO energy (alpha / beta) is -1.969 / -4.633 eV.

[3]
Here is a molecular structure, C28H35N3O2PtSSi from the OMol25 dataset. Energies are from wB97M-V/def2-TZVPD.

```
71
Properties=species:S:1:pos:R:3:forces:R:3
Pt 1.2689 0.0883 -1.1143 -0.13 0.32 -0.82
C 5.8389 1.2145 -1.9187 -0.45 -0.43 0.21
Si 4.5493 -0.2255 -1.8429 0.23 0.05 -1.02
C 3.4712 -0.0895 -3.4054 0.50 -0.14 0.38
C 5.6436 -1.7991 -2.1186 -0.37 0.41 0.33
N 3.5249 -0.2047 -0.4949 -0.57 -0.07 -0.31
C 3.8768 -0.2936 0.7993 -0.22 0.10 -0.15
C 5.1966 -0.4642 1.2516 -0.01 0.01 0.00
C 5.5178 -0.5436 2.5916 0.22 0.00 0.30
C 4.5326 -0.4521 3.5559 0.14 -0.03 0.28
C 3.2052 -0.3053 3.1577 -0.18 0.02 -0.03
C 2.8803 -0.2328 1.8203 0.35 -0.11 0.40
O 1.5882 -0.1698 1.3745 0.05 -0.08 0.24
C 0.5564 0.0428 2.2405 -0.32 0.23 0.43
C -0.3568 -0.9825 2.4532 0.03 0.03 -0.03
C -1.4656 -0.7690 3.2594 0.17 0.09 -0.04
C -1.6581 0.4662 3.8627 -0.23 -0.16 0.14
C -0.7450 1.4850 3.6597 0.21 0.12 -0.07
C 0.3675 1.2828 2.8541 0.00 -0.21 -0.22
H 6.4106 1.2045 -2.8437 0.06 -0.12 -0.23
H 6.5446 1.1611 -1.0936 0.14 -0.03 0.18
H 5.3376 2.1746 -1.8499 -0.18 0.21 0.02
H 4.0103 -0.3493 -4.3134 0.31 -0.06 -0.22
H 3.0877 0.9190 -3.5131 -0.16 0.21 0.01
H 2.6128 -0.7510 -3.3065 -0.10 -0.02 0.03
H 6.1355 -1.7877 -3.0893 0.02 0.16 -0.20
H 5.0317 -2.6944 -2.0737 -0.19 -0.21 0.03
H 6.4184 -1.8999 -1.3628 0.15 -0.01 0.18
H 5.9737 -0.5406 0.5062 0.14 -0.01 -0.07
H 6.5547 -0.6785 2.8872 -0.02 0.02 -0.01
H 4.7764 -0.5074 4.6098 0.01 -0.01 0.02
H 2.4182 -0.2578 3.9029 0.03 -0.01 -0.06
H -0.2077 -1.9206 1.9441 0.02 -0.07 -0.12
H -2.1805 -1.5681 3.4048 -0.03 -0.01 -0.04
H -2.5259 0.6340 4.4893 -0.03 0.01 -0.02
H -0.9038 2.4535 4.1200 0.02 0.01 -0.01
H 1.0716 2.0820 2.6693 0.08 0.00 -0.05
C -5.2486 1.4810 -1.9014 0.06 0.02 0.31
C -4.7968 1.6255 -0.4435 -0.26 -0.25 -0.07
N -3.4611 2.1593 -0.3546 -0.13 0.26 -0.05
C -3.3190 3.5908 -0.3387 0.20 0.25 0.21
C -2.7529 4.0579 1.0047 -0.15 0.03 -0.25
C -2.4212 1.3184 -0.7662 0.62 -0.20 -0.37
S -1.0461 2.2005 -1.4851 -0.18 0.03 0.08
N -2.6489 0.0655 -0.6737 -0.48 0.73 0.06
C -1.8857 -1.0598 -0.6648 -0.22 -0.77 -0.10
O -0.6367 -1.1276 -0.4799 0.65 0.10 -0.04
C -2.6637 -2.2754 -0.7265 0.34 0.36 0.02
C -4.0757 -2.2953 -0.8041 -0.15 0.16 -0.01
C -4.7685 -3.4776 -0.8024 -0.24 -0.15 0.05
C -4.0994 -4.7027 -0.7406 -0.13 -0.42 -0.04
C -2.7012 -4.7030 -0.6908 -0.17 -0.26 0.07
C -2.0009 -3.5271 -0.6797 0.34 0.05 0.00
H -6.2780 1.1345 -1.9669 -0.16 -0.08 -0.02
H -4.6005 0.7621 -2.3947 0.05 -0.09 -0.10
H -5.1662 2.4351 -2.4188 -0.02 0.14 -0.09
H -4.7975 0.6455 0.0365 -0.13 0.09 0.03
H -5.4753 2.2880 0.1055 0.08 -0.04 0.02
H -4.3034 4.0472 -0.5008 0.10 -0.07 -0.07
H -2.6533 3.9160 -1.1456 -0.20 0.07 0.03
H -3.4540 3.8271 1.8042 -0.06 -0.04 0.14
H -2.5687 5.1311 0.9957 0.07 0.18 0.04
H -1.8213 3.5356 1.2030 0.13 -0.03 0.03
H -4.6030 -1.3550 -0.8503 -0.05 0.08 -0.01
H -5.8556 -3.4689 -0.8295 0.02 0.05 -0.05
H -4.6517 -5.6357 -0.7433 -0.01 -0.01 0.00
H -2.1722 -5.6504 -0.6414 0.04 0.01 -0.03
H -0.9209 -3.5157 -0.6387 0.06 -0.01 0.02
C -0.0628 0.9708 -2.4287 0.18 -0.37 0.55
H 0.3535 1.5901 -3.2358 -0.05 -0.05 0.14
H -0.8007 0.2921 -2.8774 0.15 0.01 0.03
```
Positions in Å, forces in eV/Å.

Its orbital gap (alpha / beta) is 3.316 / 5.532 eV. For the largest force on an atom, the calculation gives 0.0203 hartree/bohr. As for the multiplicity: 3. The HOMO energy (alpha / beta) is 0.050 / -0.032 hartree. Its expectation value of S² is 2.0261. The value obtained for the total energy is -60127.903 eV. The total charge is -2. The value obtained for the LUMO energy (alpha / beta) is 4.669 / 4.649 eV.